Density functional theory data (wB97M-V/def2-TZVPD) for one molecule with the formula C15H17F3N2OS.

Geometry as ORCA input:
```
! wB97M-V def2-TZVPD RIJCOSX def2/J DEFGRID3
* xyz 0 1
C 2.33 3.25 5.31
C 1.21 2.53 4.59
O 0.07 2.57 5.00
C 1.56 1.78 3.37
C 0.57 0.99 2.78
C 0.81 0.27 1.63
C 2.07 0.33 1.03
N 2.37 -0.38 -0.13
C 1.50 -1.02 -0.99
S 1.98 -2.47 -1.63
N 0.33 -0.41 -1.31
C 0.18 1.03 -1.37
C -1.21 1.45 -0.90
C -2.28 0.74 -1.73
C -2.04 -0.77 -1.66
C -3.06 -1.50 -2.53
F -2.91 -2.83 -2.48
F -4.32 -1.24 -2.15
F -2.98 -1.16 -3.82
C -0.63 -1.12 -2.13
C 3.08 1.09 1.62
C 2.83 1.80 2.77
H 1.95 3.70 6.21
H 3.13 2.55 5.56
H 2.75 4.03 4.67
H -0.40 0.95 3.26
H 0.05 -0.37 1.22
H 3.31 -0.74 -0.19
H 0.94 1.51 -0.76
H 0.32 1.35 -2.41
H -1.31 2.53 -1.01
H -1.34 1.20 0.15
H -3.27 0.98 -1.36
H -2.21 1.06 -2.77
H -2.19 -1.13 -0.64
H -0.44 -2.19 -2.05
H -0.51 -0.83 -3.19
H 4.06 1.11 1.17
H 3.62 2.39 3.20
*
```

## Properties
- Frontier orbital gap: 8.316 eV
- SMILES string: CC(=O)c1ccc(NC(=S)N2CCC[C@@H](C(F)(F)F)C2)cc1

These are the Löwdin partial charges, in e, on atoms 1 to 4: C -0.017; C -0.411; O 0.082; C -0.161


Density functional theory data (wB97M-V/def2-TZVPD) for a 2-piece molecular cluster, CNO4S overall.

Geometry as ORCA input:
```
! wB97M-V def2-TZVPD RIJCOSX def2/J DEFGRID3
* xyz -1 1
C -1.66 -0.42 -0.23
N 1.23 0.47 0.12
O 1.46 0.01 1.19
O -1.27 -1.23 -0.98
O 2.10 0.63 -0.70
O 0.02 0.86 -0.13
S -2.75 0.23 0.72
*
```

## Properties
- Frontier orbital gap: 8.113 eV
- Energy above the lowest of the compared OMol25 structures with the same formula, charge and spin: 281.8 kJ/mol

These are the Löwdin partial charges, in e, on atoms 1 to 4: C -0.896; N -0.624; O -0.002; O 0.053


Density functional theory data (wB97M-V/def2-TZVPD) for C50H70CsGeN7OP3S as an isolated structure.

Geometry as ORCA input:
```
! wB97M-V def2-TZVPD RIJCOSX def2/J DEFGRID3
* xyz 0 2
Cs 0.83 -1.29 -1.00
C 0.74 2.67 -4.84
C 0.65 3.17 -3.39
C -0.81 3.33 -2.98
P 1.53 1.98 -2.27
C 1.83 3.08 -0.80
N 0.66 3.25 0.04
Ge -0.44 1.80 0.65
N -0.09 1.92 2.56
C 1.08 1.32 3.15
P 1.45 -0.28 2.28
C 3.16 -0.73 2.82
C 4.15 -0.41 1.70
C 3.63 -0.13 4.15
C 0.36 -1.52 3.12
C -1.11 -1.26 2.76
C 0.54 -1.69 4.62
C -1.16 2.32 3.32
C -1.43 2.04 4.66
C -2.61 2.48 5.25
C -3.55 3.20 4.54
C -3.29 3.51 3.21
C -2.12 3.09 2.63
N -1.73 3.46 1.27
C -0.81 4.60 1.32
C -1.14 5.75 2.00
C -0.25 6.82 2.05
C 0.98 6.69 1.42
C 1.33 5.53 0.75
C 0.43 4.45 0.68
C -2.83 3.57 0.35
C -3.09 4.75 -0.33
C -4.15 4.82 -1.23
C -4.96 3.72 -1.45
C -4.69 2.53 -0.80
C -3.60 2.39 0.09
N -3.21 1.27 0.71
C -3.76 0.00 0.35
P -2.62 -0.88 -0.86
C -3.44 -2.55 -1.05
C -2.60 -3.58 -0.28
C -4.91 -2.67 -0.65
C -3.02 -0.01 -2.46
C -1.94 -0.34 -3.49
C -4.40 -0.26 -3.06
C 3.25 1.93 -2.97
C 3.93 3.29 -3.17
C 4.13 1.00 -2.13
H 0.14 3.31 -5.49
H 0.35 1.66 -4.92
H 1.76 2.68 -5.22
H 1.14 4.15 -3.32
H -1.34 2.39 -3.07
H -1.30 4.06 -3.64
H -0.91 3.68 -1.95
H 2.15 4.06 -1.18
H 2.68 2.68 -0.23
H 0.97 1.18 4.23
H 1.95 1.97 3.02
H 3.11 -1.82 2.93
H 4.16 0.66 1.49
H 3.89 -0.92 0.77
H 5.16 -0.70 1.98
H 3.77 0.95 4.05
H 4.59 -0.55 4.44
H 2.93 -0.30 4.96
H 0.66 -2.45 2.62
H -1.50 -0.37 3.26
H -1.72 -2.11 3.08
H -1.25 -1.12 1.68
H 0.32 -0.76 5.16
H 1.55 -2.01 4.88
H -0.15 -2.45 5.00
H -0.73 1.46 5.25
H -2.79 2.23 6.29
H -4.47 3.53 5.01
H -4.00 4.09 2.62
H -2.10 5.81 2.50
H -0.51 7.72 2.58
H 1.69 7.50 1.46
H 2.31 5.44 0.31
H -2.46 5.61 -0.16
H -4.34 5.75 -1.74
H -5.80 3.79 -2.12
H -5.33 1.68 -0.98
H -4.79 0.02 -0.04
H -3.75 -0.63 1.24
H -3.34 -2.78 -2.11
H -2.53 -3.33 0.78
H -1.58 -3.65 -0.68
H -3.04 -4.58 -0.35
H -5.05 -2.51 0.42
H -5.27 -3.68 -0.87
H -5.55 -1.97 -1.19
H -2.92 1.05 -2.20
H -1.91 -1.41 -3.72
H -0.94 -0.04 -3.17
H -2.15 0.18 -4.43
H -4.50 -1.29 -3.40
H -4.56 0.38 -3.93
H -5.21 -0.07 -2.36
H 3.13 1.46 -3.94
H 4.17 3.76 -2.22
H 3.31 3.98 -3.75
H 4.87 3.16 -3.71
H 4.22 1.35 -1.09
H 5.15 0.99 -2.54
H 3.78 -0.03 -2.13
S 3.66 -2.70 -1.74
C 2.77 -3.95 -2.59
C 3.49 -4.95 -3.28
C 2.82 -5.93 -3.97
C 1.42 -5.93 -3.97
C 0.79 -4.93 -3.26
N 1.43 -3.97 -2.59
H 4.57 -4.91 -3.27
H 3.37 -6.70 -4.50
H 0.85 -6.68 -4.49
H -0.29 -4.89 -3.22
N 4.22 -8.32 0.75
C 2.89 -8.09 0.91
O 2.08 -8.99 0.99
C 2.45 -6.65 0.95
C 1.08 -6.40 0.96
C 0.65 -5.08 0.97
N 1.47 -4.03 0.97
C 2.78 -4.28 0.99
C 3.31 -5.56 0.97
H 4.51 -9.27 0.65
H 4.87 -7.58 0.56
H 0.38 -7.22 0.95
H -0.41 -4.86 0.95
H 3.43 -3.42 0.98
H 4.39 -5.66 0.97
*
```

## Properties
- Frontier orbital gap (spin up / spin down): 6.568 / 4.612 eV
- Energy above the lowest of the compared OMol25 structures with the same formula, charge and spin: 41.2 kJ/mol
- <S²>: 0.7907

These are the Löwdin partial charges, in e, on atoms 1 to 4: Cs 0.550; C -0.119; C -0.570; C -0.112


Density functional theory data (wB97M-V/def2-TZVPD) for one molecule with the formula C6H6N4.

Geometry as ORCA input:
```
! wB97M-V def2-TZVPD RIJCOSX def2/J DEFGRID3
* xyz 0 1
C -0.26 -0.30 0.13
C -0.08 1.09 -0.04
C -1.63 -0.42 0.00
C 1.24 1.66 0.00
C 2.27 0.84 0.31
C 2.21 -0.58 0.16
N -1.19 1.79 -0.08
N 2.85 -1.53 -0.20
N -2.15 0.85 -0.08
N -2.45 -1.57 0.16
H 1.51 2.66 -0.04
H 3.30 1.04 0.60
H 2.67 -2.50 -0.45
H -3.10 0.95 -0.33
H -1.97 -2.40 0.32
H -3.21 -1.57 -0.45
*
```

## Properties
- Frontier orbital gap (spin up / spin down): 7.336 / 7.337 eV
- Energy above the lowest of the compared OMol25 structures with the same formula, charge and spin: 507.7 kJ/mol

These are the Löwdin partial charges, in e, on atoms 1 to 4: C 0.041; C -0.405; C -0.376; C 0.012


Density functional theory data (wB97M-V/def2-TZVPD) for a 2-piece molecular cluster, C4H12 overall.

Geometry as ORCA input:
```
! wB97M-V def2-TZVPD RIJCOSX def2/J DEFGRID3
* xyz 0 1
C 1.89 -0.95 -1.76
C 0.99 -1.14 -0.53
H 1.28 -0.99 -2.67
H 2.26 0.07 -1.77
H 2.71 -1.67 -1.78
H 1.54 -1.04 0.41
H 0.68 -2.18 -0.43
H 0.16 -0.44 -0.61
C -1.77 1.05 0.47
C -1.11 1.03 1.84
H -1.06 1.45 -0.25
H -2.09 0.06 0.15
H -2.62 1.72 0.42
H -0.21 0.42 1.80
H -0.90 2.05 2.14
H -1.77 0.56 2.57
*
```

## Properties
- Frontier orbital gap: 12.700 eV
- Energy above the lowest of the compared OMol25 structures with the same formula, charge and spin: 16.6 kJ/mol
- SMILES string: CC.CC

These are the Löwdin partial charges, in e, on atoms 1 to 4: C -0.165; C -0.167; H 0.064; H 0.056


Density functional theory data (wB97M-V/def2-TZVPD) for C27H25N8OReSe as an isolated structure.

Geometry as ORCA input:
```
! wB97M-V def2-TZVPD RIJCOSX def2/J DEFGRID3
* xyz 3 4
Re 0.05 1.51 -1.38
O 2.49 3.28 -4.15
C 1.73 2.56 -3.57
N 1.42 2.64 -2.22
C 2.04 3.71 -1.46
C 1.02 4.17 -0.47
C 1.11 5.34 0.27
C 0.04 5.71 1.07
C -1.09 4.90 1.11
C -1.10 3.73 0.39
N -0.06 3.36 -0.38
C 0.91 1.49 -4.22
C 1.09 1.14 -5.55
C 0.27 0.16 -6.09
C -0.73 -0.39 -5.29
C -0.85 0.01 -3.98
N -0.02 0.92 -3.43
H 2.35 4.51 -2.13
H 2.95 3.35 -0.95
H 1.99 5.95 0.19
H 0.08 6.63 1.64
H -1.96 5.18 1.69
H -1.96 3.08 0.38
H 1.86 1.64 -6.11
H 0.41 -0.16 -7.11
H -1.40 -1.13 -5.70
H -1.62 -0.40 -3.35
N 2.25 -8.97 0.22
C 1.86 -7.90 0.08
C 1.36 -6.57 -0.11
C 0.03 -6.38 -0.49
C -0.45 -5.10 -0.68
C 0.39 -4.01 -0.49
C 1.71 -4.20 -0.11
C 2.20 -5.48 0.07
N -0.13 -2.68 -0.66
C -1.45 -2.31 -0.51
C -1.51 -0.98 -0.78
N -0.24 -0.53 -1.08
C 0.57 -1.59 -0.99
H -0.61 -7.23 -0.65
H -1.47 -4.97 -1.01
H 2.36 -3.35 0.07
H 3.23 -5.63 0.36
H -2.23 -2.99 -0.22
H -2.38 -0.34 -0.78
H 1.62 -1.58 -1.21
C -3.08 1.52 3.05
N -2.09 1.01 3.98
C -2.27 0.88 5.32
C -1.10 0.39 5.84
N -0.23 0.23 4.82
C 1.13 -0.27 4.96
C -0.83 0.61 3.67
Se -0.03 0.49 2.00
H -4.06 1.08 3.26
H -2.79 1.26 2.04
H -3.16 2.61 3.14
H -3.20 1.13 5.80
H -0.86 0.15 6.87
H 1.33 -0.47 6.01
H 1.85 0.46 4.60
H 1.26 -1.20 4.40
*
```

## Properties
- Frontier orbital gap (spin up / spin down): 6.529 / 4.535 eV
- Energy above the lowest of the compared OMol25 structures with the same formula, charge and spin: 127.4 kJ/mol
- <S²>: 3.7829

These are the Löwdin partial charges, in e, on atoms 1 to 4: Re 1.482; O 0.172; C -0.436; N -0.155


Density functional theory data (wB97M-V/def2-TZVPD) for C50H94IN4O24P2 as an isolated structure.

Geometry as ORCA input:
```
! wB97M-V def2-TZVPD RIJCOSX def2/J DEFGRID3
* xyz 1 1
C -0.43 -2.01 5.35
C -0.46 -0.49 5.59
O -0.93 0.21 4.44
C -0.15 1.36 4.21
C -0.92 2.38 3.39
N -1.26 1.88 2.01
C -2.68 1.51 1.65
O -3.74 1.96 2.48
C -4.24 1.00 3.22
N -4.53 0.07 3.86
C -2.84 1.56 0.10
I -4.16 0.02 -0.63
P -3.79 3.08 -0.65
N -4.67 2.68 -1.87
C -1.29 1.51 -0.28
O -1.36 2.20 -1.56
N -0.06 2.19 -2.19
O 0.00 3.06 -2.95
O -0.66 0.34 -0.66
C -0.70 -0.79 0.13
O -0.07 -0.93 1.16
C -1.44 -2.03 -0.34
C -2.29 -2.58 0.60
C -3.06 -3.68 0.30
C -2.96 -4.19 -0.99
C -2.10 -3.65 -1.91
C -1.32 -2.54 -1.61
C -0.61 2.47 0.79
C -0.86 4.01 0.60
C -1.98 4.66 1.45
P -1.34 6.09 2.41
O -0.72 7.03 1.47
O -2.51 6.76 3.28
C -3.75 6.93 2.55
C -4.75 5.81 2.97
O -0.23 5.57 3.47
C -0.50 5.91 4.86
C 0.63 5.41 5.78
C 0.96 2.51 0.84
C 1.77 1.22 0.77
O 2.13 0.82 -0.32
O 2.16 0.54 1.88
C 3.38 -0.18 1.65
C 3.36 -1.64 1.18
O 4.43 0.35 1.79
H -0.26 -2.47 6.33
H 0.47 -2.22 4.76
H -1.34 -2.38 4.88
H 0.56 -0.20 5.87
H -1.08 -0.26 6.47
H 0.07 1.84 5.18
H 0.81 1.10 3.74
H -1.79 2.71 3.97
H -0.28 3.27 3.28
H -0.84 0.93 2.05
H -2.69 0.42 1.82
H -2.90 4.08 -1.08
H -4.53 3.60 0.44
H -4.40 3.22 -2.69
H -2.36 -2.14 1.59
H -3.71 -4.09 1.07
H -3.59 -5.04 -1.24
H -2.08 -4.11 -2.90
H -0.66 -2.09 -2.35
H 0.05 4.57 0.85
H -1.03 4.26 -0.45
H -2.73 5.10 0.77
H -2.55 4.03 2.15
H -3.58 6.97 1.47
H -4.16 7.90 2.85
H -4.16 5.04 3.47
H -5.44 6.23 3.71
H -5.31 5.41 2.12
H -1.42 5.43 5.21
H -0.55 7.00 4.96
H 1.56 5.23 5.24
H 0.33 4.54 6.38
H 0.84 6.21 6.51
H 1.26 3.11 -0.02
H 1.25 3.05 1.76
H 3.74 -2.34 1.93
H 2.38 -1.92 0.77
H 4.05 -1.67 0.33
C 8.20 6.00 -1.35
O 7.57 5.04 -0.53
C 6.82 5.57 0.55
C 5.35 5.17 0.53
O 4.57 5.56 -0.60
C 4.89 5.02 -1.87
C 4.78 3.51 -2.04
O 5.67 2.78 -1.22
C 5.05 1.82 -0.38
H 9.25 6.10 -1.07
H 8.15 5.65 -2.39
H 7.71 6.97 -1.31
H 6.91 6.66 0.59
H 7.26 5.18 1.47
H 4.88 5.69 1.38
H 5.22 4.11 0.74
H 5.85 5.38 -2.21
H 4.16 5.46 -2.56
H 5.04 3.27 -3.08
H 3.74 3.20 -1.88
H 4.02 2.06 -0.18
H 5.59 1.81 0.57
H 5.13 0.83 -0.83
C -7.50 -7.06 4.48
O -8.16 -6.85 3.24
C -8.11 -5.53 2.75
C -7.46 -5.42 1.37
O -6.12 -5.85 1.23
C -5.82 -7.23 1.43
C -6.48 -8.25 0.51
O -7.89 -8.27 0.62
C -8.59 -8.08 -0.59
H -8.23 -7.05 5.30
H -7.03 -8.05 4.45
H -6.72 -6.32 4.66
H -7.59 -4.87 3.45
H -9.14 -5.17 2.67
H -7.44 -4.35 1.13
H -8.09 -5.87 0.60
H -5.96 -7.50 2.48
H -4.74 -7.31 1.26
H -6.12 -9.24 0.81
H -6.16 -8.07 -0.52
H -8.00 -7.55 -1.34
H -9.48 -7.49 -0.38
H -8.91 -9.05 -1.00
C -4.67 -0.03 -4.63
O -3.69 0.86 -5.11
C -2.41 0.69 -4.54
C -1.31 0.39 -5.56
O -1.45 -0.78 -6.35
C -2.53 -0.88 -7.26
C -2.61 0.15 -8.39
O -2.77 1.48 -7.93
C -1.80 2.40 -8.39
H -5.28 0.46 -3.86
H -5.33 -0.30 -5.46
H -4.24 -0.96 -4.23
H -2.42 -0.09 -3.77
H -2.15 1.63 -4.04
H -0.39 0.24 -4.98
H -1.11 1.26 -6.19
H -3.48 -0.93 -6.72
H -2.41 -1.85 -7.74
H -3.49 -0.09 -8.99
H -1.73 0.06 -9.03
H -0.86 1.91 -8.67
H -1.58 3.10 -7.58
H -2.19 2.97 -9.24
C 8.41 -6.91 -0.24
O 8.82 -5.57 -0.03
C 9.95 -5.17 -0.79
C 9.69 -3.98 -1.71
O 8.70 -4.13 -2.71
C 7.35 -4.31 -2.33
C 6.68 -3.21 -1.53
O 7.28 -2.98 -0.26
C 7.69 -1.64 -0.03
H 8.79 -7.54 0.57
H 7.32 -6.94 -0.21
H 8.74 -7.30 -1.20
H 10.36 -6.00 -1.36
H 10.73 -4.87 -0.07
H 10.63 -3.81 -2.25
H 9.53 -3.07 -1.14
H 7.22 -5.28 -1.84
H 6.80 -4.40 -3.27
H 5.64 -3.52 -1.34
H 6.65 -2.29 -2.13
H 7.87 -1.09 -0.96
H 8.62 -1.67 0.53
H 6.92 -1.13 0.57
*
```

## Properties
- Frontier orbital gap: 6.981 eV

These are the Löwdin partial charges, in e, on atoms 1 to 4: C -0.054; C -0.252; O -0.141; C -0.188


Summary of electronic energy in eV
-39847.8357, -21550.5684, -161231.8249, -12274.4982, -4342.3566, -109823.1280, -135131.7574
(order as listed above)